# 1
C18H11Co2N2O6 | the ωB97M-V functional and the def2-TZVPD basis

Geometry (Å):
O (0.819, 4.310, -0.204)
C (1.573, 3.513, -0.598)
Co (2.599, 2.203, -1.118)
C (1.792, 1.870, -2.634)
O (1.212, 1.652, -3.607)
C (4.076, 3.089, -1.514)
O (5.035, 3.689, -1.762)
C (2.085, 0.791, 0.367)
C (0.941, 0.056, 0.400)
C (-0.396, 0.265, 0.919)
C (-1.501, 0.031, -0.135)
C (-2.627, 0.849, -0.054)
C (-3.756, 0.549, -0.818)
C (-3.711, -0.500, -1.746)
C (-2.525, -1.217, -1.920)
C (-1.401, -0.931, -1.123)
Co (2.228, -0.639, -0.687)
C (3.889, -0.277, -1.364)
O (4.957, -0.264, -1.819)
C (2.491, -2.124, 0.215)
O (2.545, -3.067, 0.878)
C (1.749, -1.297, -2.293)
O (1.599, -1.822, -3.325)
H (2.764, 1.045, 1.206)
H (-0.478, 1.321, 1.241)
H (-2.577, 1.726, 0.597)
H (-4.626, 1.195, -0.725)
H (-4.572, -0.739, -2.368)
H (-2.400, -1.963, -2.706)
H (-0.416, -1.387, -1.295)
N (-0.762, -0.559, 2.104)
C (-1.011, -1.857, 2.011)
N (-1.491, -2.268, 3.199)
C (-1.539, -1.175, 4.065)
C (-1.088, -0.110, 3.366)
H (-0.883, -2.438, 1.100)
H (-1.753, -3.217, 3.444)
H (-1.869, -1.228, 5.085)
H (-0.971, 0.927, 3.616)

## Properties
Kohn-Sham gap   0.1202 Ha
Relative energy (zero: lowest compared OMol25 entry of this formula, charge and spin)   62.2 kcal/mol
Charge   -1

***

# 2
C18H12ClF3N4O2S | the ωB97M-V functional and the def2-TZVPD basis

Geometry (Å):
O (-0.612, -2.506, 1.194)
C (-0.337, -1.448, 1.692)
C (0.898, -1.175, 2.486)
S (2.388, -2.035, 1.766)
C (2.836, -1.152, 0.346)
N (2.072, -0.163, -0.152)
C (2.465, 0.464, -1.304)
C (1.638, 1.443, -1.893)
C (1.981, 1.989, -3.143)
C (3.207, 1.697, -3.672)
C (4.001, 0.744, -3.070)
C (3.700, 0.085, -1.935)
N (4.488, -0.897, -1.409)
C (4.046, -1.520, -0.277)
C (5.041, -2.618, 0.352)
F (5.173, -2.590, 1.655)
F (6.306, -2.502, -0.126)
F (4.351, -3.734, -0.059)
N (-1.271, -0.526, 1.448)
C (-1.561, 0.578, 2.226)
O (-1.109, 0.833, 3.341)
N (-2.537, 1.363, 1.747)
C (-3.593, 1.001, 1.004)
C (-3.883, 1.645, -0.176)
C (-5.094, 1.393, -0.933)
C (-6.013, 0.438, -0.463)
C (-5.661, -0.229, 0.759)
C (-4.435, 0.036, 1.433)
Cl (-4.177, -0.835, 2.921)
H (0.791, -1.629, 3.518)
H (1.078, -0.096, 2.648)
H (0.659, 1.842, -1.411)
H (1.289, 2.595, -3.732)
H (3.627, 2.285, -4.533)
H (4.957, 0.756, -3.439)
H (-1.924, -0.889, 0.824)
H (-2.898, 1.892, 2.517)
H (-3.371, 2.448, -0.455)
H (-5.374, 1.897, -1.891)
H (-6.905, 0.136, -0.973)
H (-6.237, -1.017, 1.167)

## Properties
Kohn-Sham gap   0.2888 Ha
Structure (SMILES)   O=C(CSc1nc2ccccc2nc1C(F)(F)F)NC(=O)Nc1ccccc1Cl
Relative energy (zero: lowest compared OMol25 entry of this formula, charge and spin)   1.9 kcal/mol
Charge   0

***

# 3
C18H12F3NO2 | the ωB97M-V functional and the def2-TZVPD basis

Geometry (Å):
N (-1.784, 1.210, 1.564)
C (-0.738, 1.399, 2.441)
O (-0.585, 0.872, 3.546)
C (0.190, 2.390, 1.797)
C (-0.360, 2.776, 0.639)
C (-1.667, 2.061, 0.489)
O (-2.497, 2.210, -0.414)
H (1.114, 2.682, 2.275)
H (-0.019, 3.478, -0.104)
F (-0.896, -4.237, 6.168)
C (-1.315, -4.491, 4.893)
F (-0.221, -4.920, 4.192)
F (-2.185, -5.551, 4.951)
C (-1.946, -3.294, 4.246)
C (-1.889, -3.170, 2.859)
C (-2.461, -2.070, 2.265)
C (-3.133, -1.073, 3.020)
C (-3.773, -0.058, 2.264)
C (-4.780, 0.847, 2.664)
C (-5.121, 1.854, 1.714)
C (-6.116, 2.771, 1.976)
C (-6.747, 2.775, 3.236)
C (-6.410, 1.808, 4.197)
C (-5.474, 0.822, 3.911)
C (-3.101, -1.192, 4.437)
C (-2.568, -2.327, 5.034)
H (-1.410, -3.936, 2.254)
H (-2.417, -1.945, 1.185)
H (-3.538, -0.041, 1.201)
H (-4.547, 1.897, 0.783)
H (-6.407, 3.480, 1.197)
H (-7.497, 3.535, 3.463)
H (-6.880, 1.824, 5.181)
H (-5.294, 0.017, 4.618)
H (-3.488, -0.389, 5.069)
H (-2.625, -2.463, 6.115)

## Properties
Kohn-Sham gap   0.2348 Ha
Relative energy (zero: lowest compared OMol25 entry of this formula, charge and spin)   9.2 kcal/mol
Charge   0

***

# 4
C18H12F5MoN4O2 | the ωB97M-V functional and the def2-TZVPD basis

Geometry (Å):
Mo (0.205, 0.324, -0.257)
C (-1.396, -2.215, -0.118)
N (-0.784, -1.382, -1.191)
C (0.095, -2.241, -2.015)
C (-1.879, -0.811, -2.036)
C (-2.509, 0.343, -1.310)
C (-3.825, 0.726, -1.505)
C (-4.320, 1.831, -0.822)
C (-3.512, 2.555, 0.047)
C (-2.190, 2.183, 0.230)
C (-1.677, 1.066, -0.437)
H (-1.959, -3.030, -0.575)
H (-2.065, -1.607, 0.488)
H (-0.612, -2.630, 0.512)
H (-0.489, -3.041, -2.475)
H (0.864, -2.680, -1.381)
H (0.565, -1.642, -2.791)
H (-2.597, -1.597, -2.285)
H (-1.420, -0.468, -2.965)
H (-4.467, 0.171, -2.178)
H (-5.351, 2.128, -0.967)
H (-3.914, 3.410, 0.573)
H (-1.559, 2.752, 0.902)
O (0.910, 0.730, -2.024)
N (1.609, 1.601, -2.731)
C (2.117, 2.601, -2.080)
C (2.903, 3.592, -2.742)
N (3.553, 4.395, -3.238)
C (1.794, 2.615, -0.690)
N (1.312, 2.204, 0.273)
F (4.716, -1.664, 4.468)
C (3.662, -1.340, 3.742)
C (3.790, -1.201, 2.366)
F (4.958, -1.389, 1.774)
C (2.674, -0.857, 1.636)
F (2.736, -0.692, 0.293)
C (1.441, -0.648, 2.234)
O (0.380, -0.319, 1.449)
C (1.322, -0.787, 3.607)
F (0.152, -0.589, 4.195)
C (2.436, -1.133, 4.358)
F (2.330, -1.264, 5.669)

## Properties
Kohn-Sham gap (alpha / beta)   0.2665 / 0.2736 Ha
Relative energy (zero: lowest compared OMol25 entry of this formula, charge and spin)   0.0 kcal/mol
Charge   +1

***

# 5
C18H13BBrF4IN3O4ReSbSe4 | the ωB97M-V functional and the def2-TZVPD basis

Geometry (Å):
Re (-0.058, 0.279, 0.713)
Se (3.366, 2.903, -4.471)
Sb (2.464, 0.788, -3.748)
Se (1.579, 1.017, -0.984)
Se (1.268, 2.333, 1.070)
Se (0.623, 0.065, -5.157)
F (-1.748, 0.706, 2.158)
B (-3.141, 0.661, 2.662)
F (-3.181, 1.422, 3.808)
F (-3.424, -0.691, 2.952)
F (-3.974, 1.131, 1.670)
N (-3.468, -3.542, 2.018)
C (-2.716, -3.110, 0.952)
C (-1.743, -2.113, 1.152)
N (-1.041, -1.658, 0.137)
C (-1.217, -2.189, -1.083)
C (-2.134, -3.202, -1.239)
N (-2.895, -3.662, -0.238)
H (-3.618, -2.832, 2.723)
H (-4.302, -4.036, 1.742)
H (-1.576, -1.701, 2.135)
H (-0.641, -1.777, -1.901)
H (-2.285, -3.648, -2.214)
Br (0.029, -1.244, 5.178)
C (1.201, -2.586, 4.526)
C (1.216, -3.805, 5.189)
C (2.046, -4.821, 4.742)
C (2.884, -4.603, 3.658)
C (2.881, -3.371, 3.024)
C (2.030, -2.349, 3.436)
C (2.001, -1.097, 2.579)
O (3.027, -0.531, 2.291)
O (0.789, -0.816, 2.195)
H (0.566, -3.955, 6.040)
H (2.034, -5.780, 5.244)
H (3.532, -5.393, 3.300)
H (3.537, -3.175, 2.186)
I (-6.632, 1.303, -5.234)
C (-5.014, 1.484, -3.909)
C (-5.209, 1.204, -2.566)
C (-4.142, 1.340, -1.689)
C (-2.909, 1.776, -2.156)
C (-2.727, 2.041, -3.507)
C (-3.781, 1.887, -4.396)
C (-1.751, 1.974, -1.215)
O (-1.172, 3.028, -1.145)
O (-1.484, 0.869, -0.553)
H (-6.174, 0.872, -2.206)
H (-4.265, 1.116, -0.636)
H (-1.751, 2.343, -3.869)
H (-3.633, 2.075, -5.450)

## Properties
Kohn-Sham gap (alpha / beta)   0.1930 / 0.1938 Ha
Relative energy (zero: lowest compared OMol25 entry of this formula, charge and spin)   53.5 kcal/mol
Charge   -2
Spin multiplicity   4

***

# 6
C18H13Cl2F2NO4S2 | the ωB97M-V functional and the def2-TZVPD basis

Geometry (Å):
O (0.647, -0.751, -4.094)
S (1.001, 0.044, -2.942)
O (1.386, 1.439, -3.010)
C (2.354, -0.763, -2.049)
C (2.641, -2.107, -2.274)
C (3.509, -2.767, -1.374)
C (4.060, -2.088, -0.268)
C (3.761, -0.732, -0.091)
C (2.923, -0.061, -0.989)
C (-0.373, 0.013, -1.674)
F (0.118, 0.294, -0.491)
F (-1.291, 0.990, -1.957)
S (-1.032, -1.743, -1.438)
O (-1.165, -2.292, -2.777)
O (-0.272, -2.384, -0.366)
C (-2.717, -1.400, -0.913)
C (-2.862, -0.945, 0.396)
C (-4.118, -0.623, 0.890)
C (-5.242, -0.753, 0.065)
C (-5.097, -1.220, -1.250)
C (-3.829, -1.552, -1.754)
H (2.139, -2.621, -3.100)
H (3.746, -3.814, -1.535)
H (4.738, -2.600, 0.428)
H (4.173, -0.160, 0.739)
H (2.629, 0.980, -0.851)
H (-1.965, -0.845, 1.009)
H (-4.200, -0.256, 1.915)
H (-6.223, -0.485, 0.460)
H (-5.989, -1.314, -1.882)
H (-3.682, -1.927, -2.768)
Cl (2.791, 2.968, 0.577)
C (1.779, 2.882, 1.960)
C (2.165, 3.459, 3.175)
C (1.213, 3.483, 4.208)
C (-0.025, 2.846, 4.019)
C (-0.269, 2.266, 2.769)
Cl (-1.773, 1.531, 2.403)
N (0.600, 2.315, 1.769)
H (3.154, 3.909, 3.187)
H (1.442, 3.979, 5.138)
H (-0.842, 2.807, 4.738)

## Properties
Kohn-Sham gap   0.3664 Ha
Structure (SMILES)   O=S(=O)(c1ccccc1)C(F)(F)S(=O)(=O)c1ccccc1.Clc1cccc(Cl)n1
Charge   0

***

# 7
C18H13ClF5N2O3SeSn | the ωB97M-V functional and the def2-TZVPD basis

Geometry (Å):
Sn (0.659, -0.322, -1.454)
O (0.854, 1.853, 1.837)
C (0.775, 2.281, 0.716)
N (0.784, 1.505, -0.459)
C (0.590, 2.295, -1.548)
O (0.441, 1.719, -2.639)
C (0.547, 3.709, -1.140)
C (0.382, 4.874, -1.858)
C (0.341, 6.061, -1.129)
C (0.451, 6.058, 0.258)
C (0.605, 4.871, 0.975)
C (0.652, 3.704, 0.249)
H (0.294, 4.867, -2.936)
H (0.216, 7.001, -1.648)
H (0.414, 6.999, 0.791)
H (0.686, 4.867, 2.054)
Cl (3.756, 0.092, -1.910)
C (2.431, -0.960, -2.421)
H (2.628, -1.978, -2.106)
H (2.303, -0.898, -3.497)
F (-1.963, -6.620, -0.382)
C (-1.893, -5.337, -0.689)
C (-0.843, -4.866, -1.461)
F (0.097, -5.699, -1.888)
C (-0.791, -3.525, -1.779)
F (0.247, -3.100, -2.525)
C (-1.746, -2.621, -1.342)
Se (-1.755, -0.766, -1.820)
C (-2.780, -3.118, -0.563)
F (-3.729, -2.299, -0.110)
C (-2.865, -4.461, -0.239)
F (-3.868, -4.910, 0.499)
C (-1.068, -0.804, 1.925)
N (0.292, -1.021, 2.413)
C (0.548, -0.833, 3.841)
C (1.272, -1.255, 1.590)
O (1.174, -1.338, 0.332)
H (-1.748, -0.859, 2.771)
H (-1.328, -1.575, 1.203)
H (-1.149, 0.178, 1.462)
H (-0.099, -1.494, 4.415)
H (0.346, 0.204, 4.105)
H (1.587, -1.065, 4.060)
H (2.251, -1.414, 2.043)

## Properties
Kohn-Sham gap   0.3144 Ha
Relative energy (zero: lowest compared OMol25 entry of this formula, charge and spin)   0.0 kcal/mol
Charge   +1

***

# 8
C18H13F6N3O6PtS3 | the ωB97M-V functional and the def2-TZVPD basis

Geometry (Å):
Pt (-1.075, -0.808, -0.691)
F (-2.773, -1.261, -4.774)
C (-2.752, -1.996, -3.683)
F (-3.284, -3.174, -3.885)
F (-3.394, -1.357, -2.700)
S (-0.985, -2.272, -3.160)
O (-1.059, -2.766, -1.762)
O (-0.331, -3.037, -4.142)
N (-0.532, -0.715, -2.947)
S (1.056, -0.442, -2.624)
O (1.985, -1.351, -3.167)
O (1.021, -0.224, -1.154)
C (1.316, 1.240, -3.387)
F (0.398, 2.066, -2.894)
F (2.521, 1.642, -3.053)
F (1.186, 1.127, -4.687)
C (5.388, -2.213, 2.552)
C (3.920, -1.954, 2.447)
C (3.270, -1.104, 3.350)
C (1.912, -0.884, 3.264)
C (1.193, -1.509, 2.243)
C (1.811, -2.368, 1.332)
C (3.169, -2.580, 1.444)
S (-0.508, -1.253, 2.167)
O (-1.132, -1.089, 3.429)
O (-1.089, -2.177, 1.161)
N (-0.760, 0.127, 1.218)
C (-1.327, 1.290, 1.479)
C (-1.379, 1.954, 2.727)
C (-1.981, 3.197, 2.814)
C (-2.543, 3.810, 1.703)
C (-2.542, 3.170, 0.428)
C (-3.126, 3.720, -0.731)
C (-3.091, 3.004, -1.903)
C (-2.493, 1.742, -1.919)
N (-1.941, 1.211, -0.836)
C (-1.943, 1.914, 0.321)
H (5.833, -1.657, 3.375)
H (5.888, -1.922, 1.627)
H (5.575, -3.275, 2.712)
H (3.837, -0.631, 4.140)
H (1.413, -0.259, 3.993)
H (1.233, -2.883, 0.577)
H (3.656, -3.259, 0.758)
H (-0.946, 1.484, 3.598)
H (-2.012, 3.704, 3.769)
H (-3.002, 4.785, 1.797)
H (-3.600, 4.692, -0.690)
H (-3.526, 3.392, -2.813)
H (-2.455, 1.148, -2.823)

## Properties
Kohn-Sham gap (alpha / beta)   0.2820 / 0.2040 Ha
Charge   +2
Spin multiplicity   5

***

# 9
C18H13N6O5S3Sm | the ωB97M-V functional and the def2-TZVPD basis

Geometry (Å):
Sm (-0.904, 0.319, -1.239)
N (1.022, -3.226, 6.181)
C (0.702, -2.704, 4.954)
C (1.639, -1.944, 4.242)
C (1.304, -1.376, 3.034)
C (0.015, -1.557, 2.536)
C (-0.927, -2.327, 3.218)
C (-0.582, -2.890, 4.424)
S (-0.422, -0.874, 1.035)
O (-1.836, -0.492, 1.050)
O (0.422, 0.312, 0.783)
N (-0.199, -1.745, -0.268)
C (-1.292, -2.485, -0.762)
N (-1.674, -3.620, -0.193)
C (-2.684, -4.249, -0.790)
C (-3.318, -3.764, -1.928)
C (-2.874, -2.556, -2.411)
N (-1.857, -1.914, -1.832)
H (1.987, -3.262, 6.454)
H (0.433, -3.935, 6.578)
H (2.630, -1.791, 4.653)
H (2.023, -0.777, 2.491)
H (-1.922, -2.461, 2.813)
H (-1.311, -3.470, 4.976)
H (-3.004, -5.180, -0.335)
H (-4.132, -4.295, -2.399)
H (-3.326, -2.077, -3.270)
O (4.759, 2.641, -3.025)
S (3.479, 2.665, -3.665)
O (3.364, 3.046, -5.039)
N (2.720, 1.217, -3.438)
C (1.701, 1.366, -2.670)
O (0.849, 0.416, -2.387)
C (1.459, 2.739, -2.128)
C (0.496, 3.209, -1.253)
C (0.413, 4.573, -1.016)
C (1.311, 5.449, -1.622)
C (2.317, 4.978, -2.457)
C (2.361, 3.617, -2.687)
H (-0.178, 2.577, -0.695)
H (-0.352, 4.954, -0.353)
H (1.225, 6.510, -1.431)
H (3.029, 5.651, -2.915)
S (-3.452, 4.229, -2.813)
C (-2.912, 2.781, -2.372)
N (-2.502, 1.723, -2.028)

## Properties
Kohn-Sham gap (alpha / beta)   0.2922 / 0.2939 Ha
Charge   0
Spin multiplicity   6

***

# 10
C18H14BiN2 | the ωB97M-V functional and the def2-TZVPD basis

Geometry (Å):
Bi (0.574, 0.246, 1.135)
C (2.792, 0.805, 3.011)
C (2.468, -0.556, 3.218)
C (1.227, -0.910, 3.766)
C (0.280, 0.081, 4.031)
C (0.594, 1.441, 3.791)
C (1.863, 1.799, 3.318)
H (3.785, 1.068, 2.665)
H (3.223, -1.315, 3.046)
H (1.024, -1.944, 4.022)
H (-0.662, -0.172, 4.505)
H (-0.117, 2.209, 4.076)
H (2.130, 2.845, 3.220)
C (-1.765, -3.287, -0.471)
C (-1.042, -2.439, 0.355)
N (-0.616, -1.237, -0.061)
C (-0.896, -0.819, -1.335)
C (-1.625, -1.627, -2.225)
C (-2.059, -2.888, -1.759)
C (-1.891, -1.150, -3.542)
C (-1.451, 0.072, -3.941)
C (-0.711, 0.907, -3.054)
C (-0.231, 2.185, -3.419)
C (0.480, 2.942, -2.509)
C (0.713, 2.433, -1.240)
N (0.270, 1.223, -0.866)
C (-0.437, 0.456, -1.752)
H (-2.088, -4.247, -0.092)
H (-0.802, -2.732, 1.370)
H (-2.624, -3.543, -2.412)
H (-2.452, -1.778, -4.222)
H (-1.657, 0.427, -4.943)
H (-0.420, 2.573, -4.413)
H (0.857, 3.922, -2.764)
H (1.268, 3.011, -0.509)

## Properties
Kohn-Sham gap   0.2084 Ha
Relative energy (zero: lowest compared OMol25 entry of this formula, charge and spin)   6.4 kcal/mol
Charge   +3

***

# 11
C18H14BrF3N3O5Rb | the ωB97M-V functional and the def2-TZVPD basis

Geometry (Å):
Rb (1.915, 1.515, 1.194)
O (1.950, 1.741, -3.885)
C (0.801, 2.354, -4.217)
C (0.513, 2.558, -5.567)
C (-0.660, 3.186, -5.937)
C (-1.569, 3.631, -4.980)
C (-1.284, 3.428, -3.643)
C (-0.112, 2.791, -3.246)
C (0.171, 2.562, -1.802)
O (1.330, 2.264, -1.424)
N (-0.908, 0.976, -1.491)
N (-0.722, 0.322, -0.427)
C (-1.301, -0.883, -0.310)
C (-1.211, -1.669, 0.852)
Br (-0.274, -0.975, 2.333)
C (-1.861, -2.876, 0.893)
C (-1.964, -3.894, 1.918)
C (-3.101, -4.716, 1.872)
C (-3.311, -5.693, 2.825)
C (-2.368, -5.895, 3.825)
C (-1.215, -5.122, 3.859)
C (-1.010, -4.127, 2.921)
H (2.032, 1.818, -2.903)
H (1.232, 2.220, -6.302)
H (-0.867, 3.341, -6.988)
H (-2.478, 4.135, -5.278)
H (-1.973, 3.777, -2.880)
H (-0.441, 3.197, -1.144)
H (-1.465, 0.523, -2.234)
H (-1.880, -1.281, -1.144)
H (-2.447, -3.082, 0.002)
H (-3.830, -4.564, 1.085)
H (-4.204, -6.302, 2.787)
H (-2.526, -6.663, 4.570)
H (-0.468, -5.297, 4.621)
H (-0.098, -3.557, 2.953)
O (4.544, -1.566, 1.764)
N (3.979, -1.316, 0.806)
F (2.213, 3.493, 3.306)
C (3.540, 3.804, 3.540)
F (3.889, 4.629, 2.533)
F (3.557, 4.512, 4.665)
C (4.441, 2.512, 3.572)
O (5.236, 2.452, 4.495)
O (4.204, 1.739, 2.611)

## Properties
Kohn-Sham gap (alpha / beta)   0.2517 / 0.1875 Ha
Relative energy (zero: lowest compared OMol25 entry of this formula, charge and spin)   3.5 kcal/mol
Charge   0

***

Strongest force on any atom
In order: 6.038; 5.307; 1.898; 0.767; 2.075; 2.117; 0.298; 0.363; 1.992; 0.447; 1.605
Unit: eV/Å